(1)
C21H24ClN3O3S | ωB97M-V/def2-TZVPD

The HOMO energy comes out at -8.219 eV. As for the lowest unoccupied orbital energy: -0.89 eV. The value obtained for the largest force on an atom is 19.1 eV Å⁻¹. The calculation puts the energy above the lowest of the compared OMol25 structures with the same formula, charge and spin at 448.3 kcal per mole. For the frontier orbital gap, the calculation gives 0.269 hartree. Its energy is -56120.3584 eV.

Element x y z (Å)
C  -3.060  -4.006  0.189
H  -3.022  -4.833  -0.612
H  -2.906  -2.955  -0.428
H  -3.910  -4.061  0.745
S  -1.620  -4.418  0.998
C  -0.424  -4.637  -0.067
C  -0.303  -3.543  -0.956
C  -0.007  -2.039  -0.586
N  1.333  -1.876  -0.089
H  1.596  -2.464  0.853
C  1.572  -0.279  0.189
C  2.978  -0.016  0.178
C  4.154  -0.557  -0.682
C  5.406  0.201  -0.178
C  5.571  0.831  0.817
C  4.450  1.075  1.927
C  3.311  0.456  1.510
N  2.037  0.662  2.224
C  1.155  0.218  1.416
O  -0.122  0.083  1.980
H  1.907  1.208  2.921
H  4.552  1.770  2.861
H  6.561  1.328  1.238
Cl  6.668  -0.151  -1.078
H  3.989  -0.778  -1.713
C  0.986  0.164  -1.060
C  0.116  1.192  -0.663
O  0.605  2.586  -0.318
N  -1.308  1.049  -0.697
C  -1.437  -0.233  -1.192
O  -2.551  -0.554  -1.501
C  -0.173  -0.914  -1.583
H  -0.003  -1.197  -2.464
C  -2.339  1.846  -0.466
H  -3.265  1.332  -0.620
C  -2.298  3.484  -1.207
H  -2.784  3.157  -2.390
C  -3.102  4.296  -0.084
C  -3.319  3.616  1.020
H  -4.421  3.279  1.158
H  -3.088  4.175  2.003
C  -2.413  2.517  1.247
H  -1.379  2.791  1.260
H  -2.552  1.506  1.739
H  -2.626  5.251  -0.298
H  -3.903  4.486  -0.802
H  -1.233  3.510  -1.357
H  1.756  0.239  -1.792
H  -0.683  -1.843  0.253
H  -1.246  -3.283  -1.684
H  0.659  -3.592  -1.825
H  0.573  -4.659  0.396
H  -0.439  -5.417  -0.727

These are the Mulliken partial charges, in e, on atoms 1 to 8: -0.64, 0.22, 0.03, 0.48, -0.17, -0.65, -1.15, 0.15

(2)
C21H24F3O2Si | ωB97M-V/def2-TZVPD

The HOMO energy comes out at -10.205 eV. As for the lowest unoccupied orbital energy: -6.37 eV. As for the charge: +1. The value obtained for the largest force on an atom is 2.4 eV Å⁻¹. For the frontier orbital gap, the calculation gives 0.141 hartree. Its energy is -42284.8188 eV.

Element x y z (Å)
C  -2.356  1.618  3.016
Si  -1.372  1.173  1.498
C  -1.411  -0.633  1.063
C  -1.776  2.218  0.013
O  0.211  1.572  2.041
C  1.357  1.368  1.408
C  2.545  1.700  2.008
C  3.758  1.771  1.204
C  3.402  1.815  -0.287
C  2.494  0.667  -0.584
O  1.250  0.828  0.202
H  -3.422  1.394  2.869
H  -2.006  1.062  3.897
H  -2.259  2.688  3.244
H  -2.435  -0.910  0.770
H  -0.739  -0.851  0.224
H  -1.111  -1.261  1.911
H  -2.785  1.965  -0.347
H  -1.752  3.287  0.259
H  -1.063  2.037  -0.799
H  2.508  1.981  3.052
H  4.354  2.648  1.470
H  4.378  0.880  1.363
H  2.929  2.778  -0.521
H  4.312  1.724  -0.887
H  2.185  0.629  -1.627
H  2.949  -0.282  -0.285
F  -0.714  1.742  8.396
C  0.203  2.359  7.569
C  0.068  3.733  7.357
C  1.002  4.319  6.495
F  0.993  5.692  6.366
C  1.953  3.591  5.808
C  2.074  2.181  6.030
C  3.068  1.493  5.290
C  3.398  0.107  5.321
C  4.712  -0.254  4.902
C  5.194  -1.540  5.077
C  4.391  -2.533  5.657
C  3.076  -2.198  5.970
F  2.307  -3.154  6.600
C  2.526  -0.942  5.736
C  1.210  1.586  7.000
H  -0.694  4.319  7.863
H  2.643  4.077  5.114
H  3.772  2.137  4.756
H  5.341  0.536  4.480
H  6.213  -1.775  4.766
H  4.780  -3.528  5.867
H  1.465  -0.761  5.907
H  1.346  0.549  7.292

These are the Mulliken partial charges, in e, on atoms 1 to 8: -1.00, 0.36, -0.95, -0.99, -0.36, 0.62, -0.49, -0.63

(3)
C21H24FN3O6S | ωB97M-V/def2-TZVPD

The HOMO energy comes out at -8.575 eV. As for the lowest unoccupied orbital energy: 0.32 eV. The value obtained for the largest force on an atom is 1.3 eV Å⁻¹. The calculation puts the energy above the lowest of the compared OMol25 structures with the same formula, charge and spin at 6.2 kcal per mole. As for the SMILES: CCN(CC)S(=O)(=O)c1cccc(NC(=O)COC(=O)CNC(=O)c2cccc(F)c2)c1. For the frontier orbital gap, the calculation gives 0.327 hartree. Its energy is -52475.5476 eV.

Element x y z (Å)
C  -1.782  -0.801  2.410
C  -2.838  0.286  2.211
N  -3.409  0.300  0.882
C  -4.684  -0.344  0.657
C  -4.621  -1.865  0.746
S  -2.960  1.520  -0.144
O  -2.358  2.592  0.609
O  -4.057  1.854  -1.009
C  -1.648  0.818  -1.149
C  -0.925  1.675  -1.955
C  0.154  1.174  -2.665
C  0.512  -0.155  -2.537
C  -0.227  -1.012  -1.721
N  0.242  -2.315  -1.547
C  -0.207  -3.228  -0.649
O  -1.313  -3.268  -0.165
C  0.871  -4.275  -0.293
O  1.800  -3.714  0.638
C  2.706  -2.864  0.177
O  2.932  -2.659  -0.992
C  3.543  -2.253  1.302
N  3.477  -0.811  1.174
C  2.295  -0.255  0.831
O  1.323  -0.969  0.635
C  2.231  1.220  0.689
C  0.987  1.827  0.835
C  0.836  3.191  0.665
C  1.932  3.972  0.342
C  3.163  3.356  0.195
F  4.238  4.106  -0.130
C  3.339  1.995  0.360
C  -1.339  -0.519  -1.045
H  -0.932  -0.656  1.747
H  -1.426  -0.768  3.438
H  -2.190  -1.787  2.214
H  -2.388  1.269  2.373
H  -3.645  0.155  2.941
H  -5.426  0.033  1.376
H  -4.997  -0.036  -0.342
H  -3.827  -2.264  0.121
H  -4.449  -2.186  1.770
H  -5.568  -2.281  0.413
H  -1.206  2.715  -2.003
H  0.734  1.826  -3.299
H  1.385  -0.534  -3.049
H  1.200  -2.438  -1.866
H  1.398  -4.619  -1.190
H  0.405  -5.111  0.231
H  3.142  -2.590  2.263
H  4.579  -2.576  1.188
H  4.283  -0.254  1.401
H  0.130  1.221  1.077
H  -0.147  3.623  0.773
H  1.849  5.038  0.198
H  4.317  1.569  0.194
H  -1.919  -1.162  -0.408

These are the Mulliken partial charges, in e, on atoms 1 to 8: -0.91, -0.90, 0.23, -0.59, -1.01, 1.33, -0.63, -0.76

(4)
C21H24FNO6S | ωB97M-V/def2-TZVPD

The HOMO energy comes out at -8.614 eV. As for the lowest unoccupied orbital energy: 0.49 eV. The value obtained for the largest force on an atom is 0.8 eV Å⁻¹. As for the SMILES: COc1cc(C(=O)N(Cc2ccc(F)cc2)[C@H]2CCS(=O)(=O)C2)cc(OC)c1OC. For the frontier orbital gap, the calculation gives 0.335 hartree. Its energy is -49492.8950 eV.

Element x y z (Å)
C  1.199  -1.500  4.647
O  0.654  -0.903  3.489
C  1.186  -1.107  2.256
C  0.367  -0.645  1.223
C  0.754  -0.759  -0.098
C  -0.119  -0.382  -1.248
O  -0.303  -1.171  -2.160
N  -0.686  0.853  -1.249
C  -0.343  1.908  -0.323
C  -1.483  2.309  0.584
C  -2.535  1.443  0.852
C  -3.560  1.817  1.704
C  -3.517  3.068  2.288
F  -4.510  3.440  3.119
C  -2.482  3.952  2.040
C  -1.469  3.563  1.183
C  -1.578  1.244  -2.343
C  -0.827  1.315  -3.706
C  -1.307  0.220  -4.632
S  -3.078  0.248  -4.260
O  -3.764  -0.956  -4.632
O  -3.643  1.492  -4.709
C  -2.795  0.335  -2.464
C  1.972  -1.357  -0.404
C  2.815  -1.797  0.603
O  4.047  -2.335  0.367
C  4.454  -2.529  -0.967
C  2.428  -1.684  1.956
O  3.245  -2.074  2.990
C  3.909  -3.320  2.900
H  2.199  -1.122  4.865
H  1.232  -2.588  4.561
H  0.517  -1.222  5.451
H  -0.585  -0.228  1.507
H  -0.014  2.785  -0.894
H  0.503  1.579  0.288
H  -2.560  0.468  0.390
H  -4.381  1.151  1.917
H  -2.479  4.922  2.510
H  -0.654  4.243  0.980
H  -1.925  2.250  -2.094
H  0.247  1.244  -3.530
H  -1.043  2.278  -4.170
H  -0.941  -0.760  -4.340
H  -1.123  0.424  -5.680
H  -3.674  0.722  -1.960
H  -2.583  -0.684  -2.156
H  2.244  -1.458  -1.441
H  3.767  -3.187  -1.506
H  4.545  -1.578  -1.501
H  5.433  -3.001  -0.905
H  3.275  -4.078  2.433
H  4.125  -3.610  3.929
H  4.843  -3.239  2.341

These are the Mulliken partial charges, in e, on atoms 1 to 8: -0.79, -0.45, 0.13, -0.40, -0.66, 0.43, -0.63, 0.58